1.
This record from the Open Molecules 2025 dataset describes a structure of composition H16O8 in a non-equilibrium geometry. The level of theory is ωB97M-V/def2-TZVPD.

Output
- Gap between HOMO and LUMO: 0.31843 Eh
- Net charge: 0
- HOMO energy: -9.1 eV
- Energy relative to the best compared isomer or geometry (same formula, charge and spin): 204.9 kcal per mole
- Max |F|: 9.2 eV/Å

Geometry (Å):
O -0.663 -0.491 2.117
H -0.873 -0.700 3.027
H -1.504 -0.527 1.662
O 0.443 -2.258 1.367
H -0.044 -1.496 1.679
H 1.152 -2.366 2.001
O 1.527 0.287 2.748
H 0.758 0.148 2.196
H 1.417 -0.328 3.473
O 1.320 -0.233 -2.750
H 1.547 0.323 -2.005
H 1.059 0.380 -3.437
O -2.225 1.292 -0.815
H -2.418 1.718 0.020
H -1.426 0.791 -0.649
O -0.462 0.168 -0.322
H -0.150 -0.279 0.465
H 0.279 0.706 -0.602
O 0.995 1.650 -1.236
H 0.057 1.630 -1.426
H 1.371 2.177 -1.941
O -1.006 -1.128 -1.891
H -0.298 -0.948 -2.510
H -0.856 -0.516 -1.171

Atoms 1-2, force components in eV/Å:
O -4.119 2.980 1.709
H -0.047 0.026 0.589



2.
This record from the Open Molecules 2025 dataset describes a structure of composition C4H8N2O in a non-equilibrium geometry. The level of theory is ωB97M-V/def2-TZVPD.

Output
- Gap between HOMO and LUMO: 0.27849 Eh
- Net charge: 0
- HOMO energy: -6.9 eV
- Energy relative to the best compared isomer or geometry (same formula, charge and spin): 84.3 kcal per mole
- Max |F|: 1.8 eV/Å

Geometry (Å):
C 0.572 0.361 -1.207
C 0.619 0.825 2.084
C -0.242 -0.837 -0.903
N -0.908 -1.528 -1.838
C -0.320 0.506 0.948
N -0.144 1.170 -0.241
O -0.333 -1.185 0.347
H -0.836 -1.280 -2.810
H -1.615 -2.191 -1.561
H 1.647 0.218 -1.016
H 0.393 0.756 -2.208
H -1.357 0.430 1.283
H 1.637 0.964 1.724
H 0.291 1.752 2.557
H 0.595 0.041 2.842

Atoms 1-2, force components in eV/Å:
C -0.465 0.939 1.047
C 0.325 -1.107 -0.014



3.
This record from the Open Molecules 2025 dataset describes the molecule C9H14O3 in a non-equilibrium geometry. The level of theory is ωB97M-V/def2-TZVPD.

Output
- Gap between HOMO and LUMO: 0.36012 Eh
- Net charge: 0
- SMILES: OCC1=C[C@@H]2OCC[C@@H]2[C@@H]1CO
- HOMO energy: -9.2 eV
- Energy relative to the best compared isomer or geometry (same formula, charge and spin): 10.3 kcal per mole
- Max |F|: 2.3 eV/Å

Geometry (Å):
O 2.143 -1.346 -1.436
C 2.638 -1.091 -0.126
C 1.700 -0.156 0.571
C 1.343 -0.355 1.862
C 0.719 0.854 2.454
O -0.436 0.497 3.229
C -1.582 1.104 2.618
C -1.239 1.289 1.164
C 0.254 1.581 1.186
C 1.057 1.095 -0.018
C 0.228 0.869 -1.326
O 1.108 0.799 -2.485
H 1.927 -0.485 -1.869
H 3.567 -0.577 -0.284
H 2.771 -2.047 0.389
H 1.731 -1.199 2.445
H 1.473 1.404 3.022
H -1.841 2.069 3.094
H -2.467 0.449 2.787
H -1.825 2.073 0.696
H -1.482 0.343 0.685
H 0.346 2.660 1.323
H 1.838 1.809 -0.227
H -0.467 1.680 -1.465
H -0.355 -0.061 -1.231
H 0.611 0.501 -3.300

Atoms 1-2, force components in eV/Å:
O -0.110 -0.474 -0.313
C -1.149 0.652 -1.399



4.
This record from the Open Molecules 2025 dataset describes a structure of composition C14H28IO5PPd in a non-equilibrium geometry. The level of theory is ωB97M-V/def2-TZVPD.

Output
- Gap between HOMO and LUMO: 0.30521 Eh
- Net charge: 0
- HOMO energy: -7.9 eV
- Energy relative to the best compared isomer or geometry (same formula, charge and spin): 13.2 kcal per mole
- Max |F|: 1.8 eV/Å

Geometry (Å):
Pd -0.796 1.060 -0.467
O 0.206 5.612 -1.019
C -0.167 4.325 -0.858
O 0.465 3.400 -1.277
C -1.496 4.289 -0.132
O -1.932 2.995 0.220
C -1.842 2.728 1.635
C -0.411 2.432 2.111
O -0.151 2.712 3.270
O 0.364 1.879 1.254
H 1.047 5.596 -1.508
H -2.229 4.742 -0.807
H -1.419 4.931 0.747
H -2.450 1.835 1.792
H -2.273 3.550 2.207
I -2.044 1.626 -3.120
C -2.338 0.389 -1.413
H -2.426 -0.622 -1.775
H -3.222 0.768 -0.901
C -0.575 -2.136 -2.454
C 0.536 -2.158 -1.411
C 0.747 -3.595 -0.929
P 0.354 -0.871 -0.083
C 2.063 -0.345 0.314
C 2.529 0.727 -0.676
C 3.088 -1.480 0.356
C -0.391 -1.574 1.448
C -1.811 -2.079 1.188
C 0.411 -2.583 2.270
H -0.311 -2.800 -3.278
H -0.741 -1.141 -2.861
H -1.513 -2.495 -2.028
H 1.457 -1.839 -1.913
H -0.147 -3.987 -0.445
H 1.581 -3.698 -0.239
H 0.954 -4.231 -1.792
H 1.966 0.131 1.294
H 2.661 0.306 -1.677
H 3.495 1.119 -0.352
H 1.838 1.564 -0.741
H 3.261 -1.894 -0.639
H 2.816 -2.299 1.019
H 4.041 -1.077 0.706
H -0.468 -0.662 2.053
H -1.816 -3.020 0.634
H -2.405 -1.356 0.628
H -2.311 -2.260 2.141
H 0.552 -3.532 1.756
H -0.134 -2.790 3.194
H 1.386 -2.195 2.560

Atoms 1-2, force components in eV/Å:
Pd 0.769 -0.109 1.670
O 0.200 -0.189 -0.104



5.
This record from the Open Molecules 2025 dataset describes a cluster of 2 separate species, C5H5ClN2S in total in a non-equilibrium geometry. The level of theory is ωB97M-V/def2-TZVPD.

Output
- Gap between HOMO and LUMO (alpha / beta): 0.23646 / 0.24341 Eh
- Net charge: 0
- HOMO energy (alpha / beta): -5.8 / -9.5 eV
- 2S+1: 3
- Expectation value of S²: 2.024
- Energy relative to the best compared isomer or geometry (same formula, charge and spin): 108.9 kcal per mole
- Max |F|: 5.4 eV/Å

Geometry (Å):
C 0.383 -0.595 -0.758
C -0.768 -0.845 0.011
C 1.482 2.032 0.830
C 2.390 2.133 0.043
C -2.214 -0.479 -0.181
N -0.567 -1.837 0.983
N 0.595 -2.338 0.975
S 1.598 -1.705 -0.213
Cl 3.744 2.334 -0.807
H 0.538 2.255 1.390
H 0.403 0.175 -1.606
H -2.801 -1.214 0.418
H -2.260 0.582 0.170
H -2.524 -0.499 -1.253

Atoms 1-2, force components in eV/Å:
C 1.902 1.863 -2.738
C -2.559 -3.551 3.094



6.
This record from the Open Molecules 2025 dataset describes the molecule C5H10N2O3 in a non-equilibrium geometry. The level of theory is ωB97M-V/def2-TZVPD.

Output
- Gap between HOMO and LUMO: 0.36462 Eh
- Net charge: 0
- SMILES: NC(=O)CC[C@H](N)C(=O)O
- HOMO energy: -9.6 eV
- Energy relative to the best compared isomer or geometry (same formula, charge and spin): 90.3 kcal per mole
- Max |F|: 8.4 eV/Å

Geometry (Å):
N 2.744 -0.303 -1.093
C 1.916 0.204 -0.205
O 1.770 1.420 -0.074
C 1.353 -0.845 0.837
C -0.130 -0.979 0.683
C -0.969 0.104 -0.051
N -0.927 1.688 0.266
C -2.484 -0.164 -0.324
O -2.820 -1.325 -0.560
O -3.401 0.799 -0.436
H 2.503 -1.398 -1.591
H 3.037 0.372 -1.985
H 1.400 -0.191 1.697
H 1.987 -1.588 0.910
H -0.499 -2.005 0.162
H -0.715 -1.255 1.581
H -0.397 -0.091 -1.134
H -1.433 1.646 1.223
H 0.047 2.169 0.343
H -2.983 1.743 -0.248

Atoms 1-2, force components in eV/Å:
N 1.519 -3.203 -7.623
C -1.034 0.812 2.147



7.
This record from the Open Molecules 2025 dataset describes a structure of composition C4H18HgO6 in a non-equilibrium geometry. The level of theory is ωB97M-V/def2-TZVPD.

Output
- Gap between HOMO and LUMO: 0.24068 Eh
- Net charge: 0
- HOMO energy: -7.0 eV
- Energy relative to the best compared isomer or geometry (same formula, charge and spin): 14.4 kcal per mole
- Max |F|: 2.3 eV/Å

Geometry (Å):
Hg -10.895 4.243 2.698
C -9.805 2.296 5.544
C -10.704 1.634 4.509
O -11.530 2.467 3.786
H -9.143 3.033 5.080
H -9.112 1.553 5.957
H -10.360 2.719 6.385
H -11.247 0.783 4.954
H -10.003 1.131 3.809
C -9.096 3.297 -0.587
C -8.357 3.768 0.655
O -9.016 3.530 1.833
H -10.028 3.854 -0.743
H -9.427 2.257 -0.513
H -8.461 3.401 -1.472
H -8.168 4.864 0.502
H -7.317 3.403 0.706
O -12.998 5.428 3.076
H -13.546 5.567 3.854
H -13.413 5.934 2.372
O -12.127 3.245 0.893
H -12.985 2.880 1.137
H -12.175 3.413 -0.053
O -10.040 5.373 4.673
H -9.294 5.047 5.187
H -10.091 6.315 4.861
O -10.345 6.368 1.541
H -9.883 6.491 0.705
H -10.767 7.212 1.728

Atoms 1-2, force components in eV/Å:
Hg 1.349 -1.880 0.207
C 0.213 -0.363 0.443